{"formula": "C28H45IrN5P2S2", "method": "wB97M-V/def2-TZVPD", "s2": 6.031, "energy_ev": -80296.7921, "max_force_ev_per_a": 1.1, "charge": 1, "e_homo_ev": [-10.9, -11.4], "molar_mass_g_mol": 770.00, "spin_multiplicity": 5, "elements": ["Ir", "S", "C", "C", "N", "C", "S", "C", "N", "C", "C", "C", "C", "C", "C", "P", "C", "C", "C", "C", "C", "C", "C", "C", "C", "C", "C", "C", "H", "H", "H", "H", "H", "H", "H", "H", "H", "H", "H", "H", "H", "H", "H", "H", "H", "H", "H", "H", "H", "H", "H", "H", "H", "H", "H", "H", "H", "H", "H", "H", "H", "C", "N", "C", "N", "C", "N", "C", "P", "C", "C", "H", "H", "H", "H", "H", "H", "H", "H", "H", "H", "H", "H"], "coordinates": [[1.2481, 0.3779, 0.3230], [3.1383, 1.7902, -0.3875], [3.1629, 2.9411, 0.8774], [4.2283, 3.8829, 0.7813], [5.1225, 4.6004, 0.6841], [2.2588, 3.0314, 1.9369], [0.9818, 1.9505, 2.2376], [2.3619, 4.1158, 2.8600], [2.4052, 4.9879, 3.6080], [-1.9461, -1.4471, -4.4728], [-1.3935, -2.3444, -3.3683], [-1.5149, -1.6647, -1.9905], [-1.4488, -0.1306, -2.1138], [-0.4780, 0.2301, -3.2456], [-1.1048, -0.1638, -4.5920], [-0.9644, 0.6678, -0.5259], [-1.3846, 2.4758, -0.6231], [-2.7173, 2.8120, -1.3347], [-2.4826, 3.4650, -2.6952], [-1.7459, 4.8026, -2.5397], [-0.6839, 4.7442, -1.4239], [-0.2175, 3.3104, -1.1832], [-2.0895, 0.0580, 0.8173], [-3.5927, 0.0424, 0.4890], [-4.3520, -0.9102, 1.4299], [-3.7094, -0.9207, 2.8148], [-2.3136, -1.5641, 2.7440], [-1.6431, -1.2991, 1.3842], [-2.9876, -1.2007, -4.2483], [-1.9489, -1.9815, -5.4223], [-0.3464, -2.5665, -3.5881], [-1.9234, -3.2968, -3.3497], [-0.7027, -2.0158, -1.3450], [-2.4571, -1.9577, -1.5232], [-2.4351, 0.2631, -2.3703], [0.4625, -0.3055, -3.0837], [-0.2370, 1.2928, -3.2524], [-0.3119, -0.3001, -5.3287], [-1.7353, 0.6535, -4.9492], [-1.4788, 2.7472, 0.4344], [-3.2802, 3.5080, -0.7083], [-3.3434, 1.9275, -1.4480], [-3.4392, 3.6245, -3.1941], [-1.9068, 2.7890, -3.3326], [-2.4669, 5.5878, -2.3078], [-1.2822, 5.0666, -3.4912], [-1.0987, 5.1330, -0.4896], [0.1666, 5.3754, -1.6817], [0.6079, 3.3046, -0.4688], [0.1677, 2.8926, -2.1160], [-1.9084, 0.7975, 1.6080], [-3.7691, -0.2601, -0.5460], [-3.9920, 1.0522, 0.6012], [-4.3409, -1.9272, 1.0285], [-5.3942, -0.5980, 1.4912], [-4.3346, -1.4680, 3.5197], [-3.6366, 0.1061, 3.1835], [-2.4028, -2.6423, 2.8872], [-1.6919, -1.1769, 3.5549], [-1.9047, -2.0946, 0.6865], [-0.5505, -1.3117, 1.4932], [4.7691, -3.5220, 1.3076], [4.9015, -2.3691, 2.1967], [4.3214, -2.6996, 3.4972], [2.9219, -3.0968, 3.3857], [2.8166, -4.2329, 2.4729], [3.3816, -3.9509, 1.1539], [2.5929, -2.9830, 0.4197], [2.5150, -1.3411, 1.3100], [4.3615, -1.1587, 1.6333], [2.0672, -1.9959, 3.0084], [5.3386, -4.3491, 1.7319], [5.1884, -3.2773, 0.3305], [4.4107, -1.8431, 4.1670], [4.8820, -3.5331, 3.9205], [1.7673, -4.5112, 2.3617], [3.3611, -5.0719, 2.9065], [1.5768, -3.3602, 0.2808], [3.0307, -2.8189, -0.5680], [4.5192, -0.3252, 2.3214], [4.8613, -0.9239, 0.6915], [1.0220, -2.3158, 3.0070], [2.1700, -1.1803, 3.7289]]}

{"formula": "C28H45N12O3", "method": "wB97M-V/def2-TZVPD", "energy_ev": -53782.8280, "max_force_ev_per_a": 3.6, "charge": -1, "e_homo_ev": -1.3, "molar_mass_g_mol": 597.75, "elements": ["C", "C", "O", "C", "O", "C", "O", "H", "H", "H", "H", "H", "H", "H", "H", "H", "C", "C", "N", "H", "H", "H", "C", "C", "N", "H", "H", "H", "C", "C", "N", "H", "H", "H", "C", "C", "N", "H", "H", "H", "C", "C", "N", "H", "H", "H", "C", "C", "N", "H", "H", "H", "C", "C", "N", "H", "H", "H", "C", "C", "N", "H", "H", "H", "C", "C", "N", "H", "H", "H", "C", "C", "N", "H", "H", "H", "C", "C", "N", "H", "H", "H", "C", "C", "N", "H", "H", "H"], "coordinates": [[-0.1722, -0.4328, -1.3577], [-0.6693, 0.9813, -1.8843], [0.4118, 1.9596, -1.9032], [-1.8942, 1.5819, -1.0219], [-2.8960, 1.9933, -1.9714], [-4.1029, 1.1784, -1.8659], [-3.9007, -0.1618, -2.4242], [-0.1653, -0.3620, -0.2278], [-0.8928, -1.2634, -1.6278], [0.8607, -0.7014, -1.7532], [-0.9899, 0.8516, -2.9660], [0.1244, 2.6136, -2.5727], [-1.5709, 2.4303, -0.3534], [-2.3599, 0.7139, -0.4487], [-4.8312, 1.6715, -2.5959], [-3.1819, -0.6359, -1.9831], [3.8495, 2.1598, -4.0953], [3.0069, 0.9717, -4.4538], [2.3606, 0.0450, -4.7280], [3.5512, 3.0168, -4.6979], [3.7171, 2.4036, -3.0409], [4.9071, 1.9380, -4.2785], [4.8322, -3.0576, -3.6511], [5.4833, -1.7228, -3.7690], [5.9843, -0.6726, -3.8794], [4.9327, -3.4302, -2.6313], [3.7733, -2.9739, -3.8984], [5.3049, -3.7614, -4.3364], [0.6081, -1.5997, 2.8990], [-0.6290, -1.2852, 2.1341], [-1.5913, -1.0393, 1.5263], [0.4890, -2.5473, 3.4256], [1.4564, -1.6746, 2.2173], [0.8042, -0.8102, 3.6256], [9.2972, 1.5370, -2.8960], [8.1107, 2.1739, -3.5441], [7.1787, 2.6760, -4.0464], [9.3057, 0.4701, -3.1080], [10.2132, 1.9854, -3.2838], [9.2560, 1.6844, -1.8181], [-4.6753, 1.2084, 3.3737], [-3.2836, 1.2153, 3.9073], [-2.1885, 1.2246, 4.3240], [-4.8315, 2.0797, 2.7372], [-4.8406, 0.3053, 2.7856], [-5.3880, 1.2347, 4.1992], [3.6097, 1.2581, 3.4848], [4.2991, -0.0634, 3.5438], [4.8335, -1.0939, 3.5887], [2.8965, 1.3403, 4.3052], [4.3423, 2.0612, 3.5669], [3.0773, 1.3560, 2.5380], [6.1708, -1.1955, -0.0923], [7.4968, -0.9477, -0.7263], [8.5283, -0.7542, -1.2332], [5.3753, -0.8539, -0.7562], [6.0451, -2.2616, 0.0978], [6.1051, -0.6553, 0.8524], [-8.2810, 0.7401, -2.2633], [-7.7566, 2.1319, -2.3893], [-7.3590, 3.2189, -2.4873], [-8.1390, 0.3830, -1.2433], [-9.3449, 0.7253, -2.5025], [-7.7550, 0.0817, -2.9455], [-2.4031, -2.4622, 6.0559], [-1.3494, -3.4417, 5.6640], [-0.5252, -4.2167, 5.3642], [-3.2050, -2.9737, 6.5878], [-1.9753, -1.6979, 6.7052], [-2.8137, -1.9832, 5.1661], [-2.4252, -3.5660, 10.0292], [-3.6719, -3.2548, 9.2737], [-4.6422, -3.0122, 8.6840], [-2.5362, -4.5171, 10.5500], [-1.5823, -3.6326, 9.3403], [-2.2289, -2.7800, 10.7586], [-0.8105, 5.5659, -3.9430], [0.2240, 4.5540, -4.2995], [1.0451, 3.7617, -4.5937], [-1.6357, 5.0811, -3.4185], [-0.3747, 6.3282, -3.2969], [-1.1915, 6.0395, -4.8480], [-5.6422, -2.6855, -3.2195], [-7.0904, -2.3377, -3.1407], [-8.2265, -2.0933, -3.0798], [-5.5329, -3.7448, -3.4577], [-5.1576, -2.0934, -3.9957], [-5.1568, -2.4810, -2.2655]]}